Record 1
This record from the Open Molecules 2025 dataset describes a 2-piece molecular cluster, C5H13NS overall at a distorted geometry. The level of theory is ωB97M-V with the def2-TZVPD basis set.

Last column: Mulliken charge in e.
CARTESIAN COORDINATES (ANGSTROEM)
C (0.6418, -2.8590, -1.8345)  -1.077
C (0.2005, -1.4871, -2.2382)  -0.020
C (0.7600, -0.3666, -1.6627)  -0.453
N (0.7210, 0.9834, -2.0856)  -0.510
H (1.5600, -2.8294, -1.1954)  0.313
H (-0.1362, -3.4295, -1.3172)  0.258
H (0.9403, -3.4569, -2.7250)  0.316
H (-0.4330, -1.3621, -3.1435)  0.285
H (1.3443, -0.4746, -0.7609)  0.374
H (0.6868, 1.6495, -1.3143)  0.269
H (0.0198, 1.2702, -2.7569)  0.226
C (-0.7240, 1.1597, 3.2858)  -0.915
S (0.0589, 1.0490, 1.6287)  -0.063
C (-1.3068, 0.3489, 0.6703)  -0.643
H (-0.8427, 0.1598, 3.7500)  0.295
H (-1.6872, 1.6979, 3.3155)  0.305
H (-0.0716, 1.7495, 3.9419)  0.300
H (-0.9226, -0.3957, -0.0453)  0.169
H (-2.0052, -0.1367, 1.4003)  0.339
H (-1.8704, 1.1155, 0.0676)  0.234

Computed properties:
Relative energy (zero: lowest compared OMol25 entry of this formula, charge and spin) ... 104.2 kJ/mol
Structure (SMILES) ... C/C=C/N.CSC
HOMO level ... -7.99 eV
Kohn-Sham gap ... 8.982 eV
LUMO energy ... 0.992 eV



Record 2
This record from the Open Molecules 2025 dataset describes one molecule with the formula C5H13NS at a distorted geometry. The level of theory is ωB97M-V with the def2-TZVPD basis set.

Last column: Mulliken charge in e.
CARTESIAN COORDINATES (ANGSTROEM)
C (-0.2115, -1.1713, -0.1644)  -0.812
C (0.1045, -0.7582, -1.5906)  -0.353
C (-1.0769, -0.0934, -2.3037)  -0.795
S (-1.0621, 1.7694, -2.1231)  -0.251
C (0.7764, -0.5883, 0.9027)  -0.547
N (0.0463, 0.4310, 1.6499)  -0.248
C (0.5948, 0.8304, 2.9394)  -0.948
H (-1.1693, -0.7699, 0.2258)  0.418
H (-0.2282, -2.2635, -0.0671)  0.297
H (0.8618, 0.0380, -1.4671)  0.235
H (0.5229, -1.4574, -2.3237)  0.429
H (-2.0629, -0.3675, -1.9194)  0.314
H (-1.1126, -0.2561, -3.3885)  0.384
H (-0.5829, 2.1128, -3.3358)  0.118
H (1.5865, -0.0906, 0.3338)  0.236
H (1.1734, -1.3192, 1.6179)  0.426
H (-0.3410, 1.1672, 1.0812)  0.178
H (1.5320, 1.4095, 2.9170)  0.296
H (-0.1496, 1.4264, 3.4686)  0.328
H (0.7984, -0.0496, 3.5470)  0.294

Computed properties:
Relative energy (zero: lowest compared OMol25 entry of this formula, charge and spin) ... 102.0 kJ/mol
Structure (SMILES) ... CNCCCCS
HOMO level ... -8.35 eV
Kohn-Sham gap ... 9.267 eV
LUMO energy ... 0.914 eV



Record 3
This record from the Open Molecules 2025 dataset describes C5H13NS as an isolated structure at a distorted geometry. The level of theory is ωB97M-V with the def2-TZVPD basis set.

Last column: Mulliken charge in e.
CARTESIAN COORDINATES (ANGSTROEM)
C (2.7208, -0.2387, -1.3502)  -0.936
N (1.4035, -0.3707, -0.7600)  -0.240
C (1.0910, 0.3990, 0.4341)  0.358
C (-0.3811, 0.1566, 0.7222)  -0.631
C (-1.3330, 0.6895, -0.3526)  -0.873
S (-2.9518, -0.2198, -0.1508)  -0.211
C (2.0325, 0.0279, 1.6133)  -1.397
H (3.5488, -0.9070, -1.0150)  0.268
H (3.1213, 0.7469, -1.0556)  0.336
H (2.7110, -0.4040, -2.4439)  0.286
H (1.1251, -1.3381, -0.8631)  0.233
H (1.3554, 1.4625, 0.1855)  0.212
H (-0.5186, 0.5398, 1.7554)  0.297
H (-0.5069, -0.9310, 0.8808)  0.362
H (-0.9720, 0.3772, -1.3365)  0.330
H (-1.4974, 1.7534, -0.2807)  0.385
H (-1.8649, -1.4283, -0.9214)  0.132
H (3.0687, 0.1722, 1.3399)  0.387
H (1.9213, -1.0254, 1.9532)  0.289
H (1.8027, 0.7096, 2.4260)  0.415

Computed properties:
Relative energy (zero: lowest compared OMol25 entry of this formula, charge and spin) ... 232.5 kJ/mol
HOMO level ... -8.46 eV
Kohn-Sham gap ... 8.238 eV
LUMO energy ... -0.219 eV